{"formula": "C25H52N6O4SSi", "method": "ωB97M-V/def2-TZVPD", "total_charge": 0, "e_homo_ev": -3.9, "energy_ev": -62607.6749, "homo_lumo_gap_ev": 2.878, "symbols": ["C", "C", "C", "C", "C", "C", "C", "C", "C", "C", "C", "C", "N", "C", "N", "C", "C", "C", "S", "C", "N", "N", "C", "O", "C", "O", "C", "C", "O", "Si", "C", "C", "C", "N", "N", "H", "H", "H", "H", "H", "H", "H", "H", "H", "H", "H", "H", "H", "H", "H", "H", "H", "H", "H", "H", "H", "H", "H", "H", "H", "H", "H", "H", "H", "H", "H", "H", "H", "H", "H", "H", "H", "H", "H", "H", "H", "H", "H", "H", "H", "H", "H", "H", "H", "C", "O", "H", "H", "H"], "positions_angstrom": [[6.47830, -1.32910, -3.51574], [5.59258, -0.35896, -4.32694], [5.24076, 0.88348, -3.49485], [6.44192, 1.82114, -3.39462], [6.32022, 2.99812, -2.39362], [5.01589, 3.06410, -1.60816], [4.92803, 4.30503, -0.70973], [3.47997, 4.66416, -0.32859], [2.96450, 3.97005, 0.93178], [2.55952, 2.50213, 0.72603], [1.02981, 2.27490, 0.78336], [0.46921, 1.45639, -0.39526], [-0.32923, 0.33512, 0.10300], [-1.17490, -0.40628, -0.58645], [-1.80161, -1.43496, 0.00911], [-2.46270, -2.21895, -1.05196], [-1.54790, -3.30616, -1.58924], [-1.57901, -4.56711, -0.74706], [-0.50501, -4.46676, 0.69772], [-1.73829, -4.32030, 1.92499], [-2.98858, -4.63681, 1.77946], [-3.59960, -4.33414, 3.00655], [-2.66280, -3.85318, 3.75933], [-1.45059, -3.81290, 3.14046], [-2.78605, -1.08350, -2.01406], [-2.94142, -1.58034, -3.33930], [-4.05833, -0.30058, -1.80157], [-4.22449, 0.41147, -0.48235], [-4.46101, -0.49955, 0.57963], [-4.50070, 0.15998, 2.11827], [-2.97635, 1.19811, 2.50984], [-6.01843, 1.21138, 2.42852], [-4.50782, -1.24323, 3.32891], [-1.50531, -0.30026, -1.91562], [-1.67489, 1.03745, -2.44018], [6.69817, -0.90790, -2.53722], [5.97560, -2.27255, -3.32980], [7.43088, -1.52991, -3.99480], [4.65780, -0.88037, -4.51359], [6.08879, -0.06490, -5.24527], [4.43528, 1.40519, -4.01158], [4.90998, 0.51948, -2.52630], [7.31209, 1.22114, -3.14533], [6.59176, 2.23753, -4.38748], [7.11860, 2.88743, -1.66092], [6.49428, 3.95235, -2.88409], [4.16114, 3.07166, -2.28091], [4.98338, 2.18773, -0.96624], [5.35263, 5.15470, -1.23869], [5.46928, 4.13279, 0.21734], [3.45192, 5.73936, -0.15862], [2.80884, 4.47015, -1.16645], [2.11565, 4.53548, 1.30929], [3.74402, 4.03524, 1.68624], [2.99542, 1.93258, 1.54120], [2.92347, 2.11090, -0.21646], [0.53406, 3.24047, 0.78874], [0.74810, 1.81161, 1.72563], [1.28388, 1.08298, -1.00966], [-0.14678, 2.12584, -0.97541], [-0.23752, 0.07744, 1.07316], [-1.22097, -1.99719, 0.62813], [-3.34917, -2.71357, -0.66698], [-1.85896, -3.59015, -2.58889], [-0.51791, -2.95684, -1.67812], [-2.59107, -4.82138, -0.45466], [-1.21491, -5.39158, -1.35060], [-2.81484, -3.49330, 4.77088], [-2.06246, -1.69943, -3.71646], [-4.17570, 0.43405, -2.58899], [-4.88763, -0.99307, -1.92275], [-5.06169, 1.10690, -0.55759], [-3.33230, 1.00879, -0.27055], [-2.09917, 0.57337, 2.67174], [-3.18813, 1.68212, 3.46114], [-2.75262, 1.99625, 1.80431], [-6.85629, 0.56566, 2.67451], [-6.28514, 1.87520, 1.61011], [-5.83927, 1.81933, 3.31254], [-5.37884, -1.87655, 3.19520], [-4.46915, -0.86146, 4.34388], [-3.62216, -1.84870, 3.14454], [-2.12274, 0.90990, -3.34417], [-0.74546, 1.36783, -2.68072], [-4.10032, -4.29101, 7.29518], [-4.03338, -2.95827, 7.42109], [-3.10249, -4.82508, 7.19703], [-4.59099, -4.87043, 8.12511], [-4.65267, -4.66776, 6.38064]]}